1.
Density functional theory data (ωB97M-V/def2-TZVPD) for 2 unconnected molecules or ions with the total composition C4H12OS2.

Last column: natural (NBO) charge in e.
Cartesian coordinates (Å):
S (-2.376, -0.703, -1.579)  0.07
S (-0.559, -0.323, -0.605)  -0.05
O (-0.946, 0.200, 2.532)  -0.94
C (2.584, 0.993, 0.251)  -0.61
C (1.122, -0.253, -1.428)  -0.47
C (-3.572, -0.234, -0.239)  -0.73
C (2.111, -0.376, -0.246)  -0.42
H (1.462, -0.768, 0.545)  0.22
H (3.276, 1.393, -0.507)  0.20
H (1.411, -1.010, -2.175)  0.22
H (-0.766, -0.695, 2.861)  0.46
H (2.933, -1.030, -0.527)  0.22
H (-3.185, 0.534, 0.440)  0.24
H (1.841, 1.789, 0.341)  0.22
H (3.115, 0.886, 1.185)  0.21
H (1.036, 0.618, -2.070)  0.22
H (-4.445, 0.228, -0.717)  0.24
H (-3.852, -1.132, 0.311)  0.22
H (-1.188, -0.118, 1.625)  0.47

Calculated values
**HOMO-LUMO gap**: 8.5 eV
**HOMO**: -7.900 eV
**Total energy**: -1031.16139 Ha
**SMILES**: CCCSSC.O
**Energy relative to the best compared isomer or geometry (same formula, charge and spin)**: 35.4 kcal per mole

2.
Density functional theory data (ωB97M-V/def2-TZVPD) for a single C2H3N3O molecule.

Last column: natural (NBO) charge in e.
Cartesian coordinates (Å):
O (-1.321, -0.081, -0.809)  -0.40
N (-0.849, 1.189, -0.203)  -0.19
N (0.976, 0.134, 0.321)  -0.52
N (0.480, -1.279, 0.044)  -0.31
C (0.311, 1.251, 0.123)  0.22
C (-0.677, -1.253, -0.520)  0.35
H (-1.442, -2.099, -0.480)  0.21
H (0.738, 2.231, 0.512)  0.22
H (1.785, -0.094, 1.014)  0.42

Calculated values
**HOMO-LUMO gap**: 9.3 eV
**HOMO**: -8.630 eV
**Total energy**: -317.35923 Ha
**SMILES**: C1=NNC=NO1
**Energy relative to the best compared isomer or geometry (same formula, charge and spin)**: 108.6 kcal per mole

3.
Density functional theory data (ωB97M-V/def2-TZVPD) for a molecular structure, C8H12F6IrO2S4.

Last column: natural (NBO) charge in e.
Cartesian coordinates (Å):
Ir (0.647, 0.872, 1.078)  1.09
S (0.236, 3.939, 2.863)  -0.07
S (0.307, 3.136, 0.995)  -0.27
S (0.361, 2.403, 4.289)  -0.07
S (0.399, 0.599, 3.339)  -0.28
F (-2.224, 1.996, -1.262)  -0.32
F (-2.497, -1.922, 1.380)  -0.33
F (-2.325, 0.094, -2.273)  -0.32
F (-4.246, -1.346, 0.249)  -0.34
F (-4.082, 0.890, -1.286)  -0.34
F (-2.507, -2.141, -0.766)  -0.32
O (2.432, 0.269, 0.399)  -0.84
O (-0.934, -0.064, 0.080)  -0.85
C (-2.290, 0.085, 0.135)  0.10
C (-2.890, -1.338, 0.237)  0.96
C (-2.737, 0.759, -1.183)  0.96
C (1.898, -0.016, -1.942)  -0.64
C (-2.805, 0.914, 1.311)  -0.66
C (4.042, -0.830, -0.923)  -0.61
C (2.544, -0.626, -0.697)  0.23
C (1.870, -1.956, -0.355)  -0.64
H (4.231, -1.513, -1.754)  0.19
H (0.809, -1.798, -0.153)  0.23
H (0.836, 0.169, -1.765)  0.23
H (-2.461, 0.459, 2.239)  0.24
H (2.380, 0.932, -2.187)  0.20
H (1.983, -0.686, -2.801)  0.19
H (4.499, -1.240, -0.021)  0.21
H (4.516, 0.128, -1.141)  0.21
H (1.954, -2.666, -1.181)  0.19
H (-2.384, 1.916, 1.249)  0.24
H (-3.893, 0.974, 1.313)  0.22
H (2.333, -2.391, 0.532)  0.20

Calculated values
**<S²>**: 6.020
**HOMO-LUMO gap (spin up / spin down)**: 7.1 / 6.2 eV
**Spin multiplicity**: 5
**HOMO (spin up / spin down)**: -4.180 / -4.419 eV
**Total energy**: -2758.88540 Ha
**Net charge**: -1
**Energy relative to the best compared isomer or geometry (same formula, charge and spin)**: 1.7 kcal per mole

4.
Density functional theory data (ωB97M-V/def2-TZVPD) for a molecular structure, C2H3ClN3O.

Last column: natural (NBO) charge in e.
Cartesian coordinates (Å):
Cl (-2.965, 0.705, -0.389)  -0.76
O (1.017, 2.013, 0.768)  -0.51
N (0.910, 0.924, 0.121)  0.26
N (1.127, -1.119, -1.193)  -0.27
N (1.727, 0.658, -0.817)  -0.10
C (-0.158, 0.017, 0.460)  -0.42
C (0.139, -1.144, -0.406)  0.04
H (-0.326, -2.121, -0.349)  0.21
H (-1.419, 0.338, 0.372)  0.33
H (-0.051, -0.272, 1.434)  0.22

Calculated values
**HOMO-LUMO gap**: 8.8 eV
**HOMO**: -4.880 eV
**Total energy**: -777.61222 Ha
**Net charge**: -1
**Energy relative to the best compared isomer or geometry (same formula, charge and spin)**: 72.1 kcal per mole